87
Properties=species:S:1:pos:R:3:lowdin_charge:R:1 method="wB97M-V/def2-TZVPD" de_lowest_kcal_mol=0.0 homo_lumo_gap_ev=6.00 mol_weight_g_mol=979.24 total_energy_ev=-153869.4047 spin_multiplicity=1 homo_ev=-7.299 total_charge=0 e_lumo_ev=-1.30
Sn -0.587 0.283 -0.090 1.11
S -1.695 0.641 2.114 0.52
C -3.406 0.526 1.589 -0.75
N -4.361 0.256 2.441 0.07
N -4.050 -0.007 3.674 0.00
C -4.994 -0.405 4.620 -0.23
C -4.549 -0.749 5.894 -0.03
C -5.459 -1.180 6.844 -0.09
C -6.808 -1.265 6.532 -0.10
C -7.248 -0.916 5.262 -0.08
C -6.349 -0.485 4.303 -0.03
N -3.839 0.747 0.333 0.04
N -3.008 0.878 -0.597 -0.08
C -3.548 1.187 -1.861 -0.26
C -4.887 1.545 -2.052 -0.02
C -5.336 1.884 -3.314 -0.08
C -4.468 1.857 -4.399 -0.08
C -3.146 1.483 -4.216 -0.08
C -2.683 1.155 -2.955 -0.04
H -3.063 0.015 3.926 0.07
H -3.494 -0.685 6.132 0.11
H -5.113 -1.454 7.831 0.10
H -7.516 -1.610 7.273 0.10
H -8.299 -0.981 5.013 0.10
H -6.668 -0.216 3.306 0.10
H -5.546 1.559 -1.197 0.11
H -6.369 2.175 -3.455 0.11
H -4.827 2.131 -5.383 0.10
H -2.472 1.445 -5.063 0.11
H -1.649 0.866 -2.803 0.07
C 6.198 2.479 3.816 -0.05
C 5.594 2.172 2.468 -0.23
C 5.370 0.847 2.112 -0.06
C 4.814 0.525 0.885 -0.08
C 4.483 1.527 -0.005 -0.03
C 4.678 2.861 0.345 -0.21
N 4.384 3.889 -0.565 0.10
C 3.407 3.892 -1.543 -0.19
C 3.650 4.579 -2.739 -0.02
C 2.741 4.554 -3.778 -0.09
C 1.559 3.836 -3.660 -0.10
C 1.275 3.216 -2.455 -0.04
C 2.160 3.258 -1.384 -0.08
C 1.679 2.743 -0.050 -0.58
O 1.852 3.367 0.973 0.11
O 1.033 1.600 -0.132 -0.33
C 5.237 3.192 1.584 -0.17
C 5.410 4.649 1.925 -0.03
H 6.534 1.561 4.294 0.07
H 5.459 2.948 4.470 0.09
H 7.053 3.149 3.730 0.08
H 5.637 0.057 2.805 0.10
H 4.654 -0.512 0.618 0.10
H 4.077 1.286 -0.979 0.12
H 5.044 4.646 -0.600 0.13
H 4.578 5.130 -2.846 0.11
H 2.955 5.090 -4.694 0.10
H 0.856 3.791 -4.482 0.10
H 0.316 2.735 -2.303 0.10
H 4.488 5.189 1.700 0.09
H 6.223 5.099 1.345 0.09
H 5.638 4.794 2.977 0.07
O 0.910 -1.909 -2.149 0.08
B 0.462 -3.071 -1.554 -0.90
O 0.176 -4.042 -2.485 0.17
C 0.405 -3.448 -3.710 -0.18
C 0.195 -3.943 -4.977 0.02
C 0.431 -3.068 -6.034 -0.08
C 0.868 -1.765 -5.823 -0.08
C 1.094 -1.274 -4.540 0.02
C 0.849 -2.147 -3.505 -0.19
H -0.138 -4.959 -5.136 0.12
H 0.259 -3.407 -7.047 0.10
H 1.029 -1.111 -6.669 0.10
H 1.447 -0.267 -4.355 0.12
F -0.278 -8.821 2.060 0.14
C -0.216 -7.566 1.636 -0.13
C -1.085 -6.617 2.150 -0.14
F -1.988 -6.966 3.062 0.13
C -1.003 -5.309 1.711 -0.24
F -1.842 -4.400 2.207 0.09
C -0.064 -4.923 0.764 -0.36
Se 0.083 -3.062 0.340 1.15
C 0.798 -5.887 0.265 -0.23
F 1.734 -5.547 -0.618 0.11
C 0.722 -7.204 0.684 -0.14
F 1.556 -8.114 0.189 0.14